# 1
84
Properties=species:S:1:pos:R:3:forces:R:3 method="wB97M-V/def2-TZVPD" multiplicity=1 fmax_ev_per_a=1.46 gap_ev="5.59 / 5.60" charge=+2
Ru 1.931329 0.269216 0.030622 -0.456 0.119 -0.616
F -3.377028 0.299371 -4.275956 0.010 0.010 0.015
C -3.405346 -0.211071 -3.029837 0.019 0.015 -0.014
C -2.248448 -0.229486 -2.309657 -0.003 0.005 -0.012
C -2.246380 -0.708675 -0.995740 0.020 0.010 -0.002
C -1.022887 -0.691784 -0.207756 -0.081 0.050 0.103
O 0.030659 -0.254295 -0.752443 0.318 -0.024 -0.038
C -1.116341 -1.174731 1.106314 0.053 0.017 -0.008
C -2.317578 -1.630166 1.576785 -0.021 -0.012 0.011
N -3.448944 -1.658901 0.860858 0.008 0.002 0.007
C -4.678323 -2.128628 1.474322 -0.005 -0.018 -0.005
C -4.627267 -3.332161 2.360580 0.006 0.016 -0.016
C -5.269420 -3.429511 1.009641 0.012 0.024 0.013
C -3.446344 -1.178062 -0.443047 0.026 0.001 -0.012
C -4.616764 -1.167358 -1.211433 0.000 -0.004 0.009
C -4.624153 -0.680204 -2.506533 -0.004 -0.026 0.012
N -5.832073 -0.688528 -3.238820 -0.014 0.000 0.010
C -7.014447 -0.069790 -2.656739 0.001 0.028 -0.003
C -8.212176 -0.991413 -2.913130 0.017 -0.027 -0.027
N -7.935828 -1.763453 -4.182463 -0.004 0.007 0.015
C -7.253004 -0.892734 -5.196848 -0.016 0.002 0.019
C -5.835070 -0.582174 -4.695256 0.001 -0.010 -0.019
C 0.069735 -1.291095 2.008189 -0.019 0.057 -0.060
O -0.040554 -1.853683 3.074643 -0.011 0.040 0.028
O 1.186647 -0.805399 1.560061 0.129 -0.069 -0.047
H -1.336707 0.156042 -2.745855 0.003 -0.005 0.005
H -2.363917 -2.004561 2.590662 -0.003 0.002 0.000
H -5.348305 -1.322825 1.747711 -0.003 -0.001 0.002
H -5.255399 -3.319594 3.238602 0.003 -0.005 0.003
H -3.677123 -3.831218 2.488132 -0.003 -0.004 0.012
H -6.346598 -3.502106 0.951106 0.001 -0.005 -0.009
H -4.721957 -3.969964 0.249050 -0.011 -0.008 -0.004
H -5.527534 -1.570300 -0.793416 -0.003 0.003 0.000
H -7.191073 0.920904 -3.091532 0.002 0.000 -0.002
H -6.888064 0.073164 -1.587727 -0.001 -0.013 0.005
H -9.140351 -0.442306 -3.057669 0.002 0.006 0.004
H -8.347279 -1.726300 -2.122275 -0.010 0.005 0.004
H -8.799009 -2.156470 -4.557812 -0.006 0.006 0.005
H -7.314674 -2.541724 -3.954921 0.007 0.001 -0.007
H -7.867449 0.000680 -5.289976 0.003 -0.001 -0.014
H -7.242957 -1.408463 -6.153638 0.010 -0.009 0.003
H -5.560047 0.408753 -5.064227 -0.010 0.000 0.006
H -5.124885 -1.299651 -5.103399 0.002 0.005 -0.004
S 1.320278 2.232665 0.982228 -0.113 -0.044 -0.247
C 2.441401 2.103751 2.332562 -0.408 0.690 0.338
N 2.277337 2.983688 3.305462 0.288 -0.705 -0.181
N 3.122440 3.120586 4.284316 -0.186 0.230 0.044
C 4.513797 2.827143 4.376601 0.113 -0.182 0.113
C 4.999602 2.414612 5.608564 -0.089 -0.062 -0.062
C 6.359251 2.191508 5.770912 0.087 0.008 -0.026
C 7.228061 2.389368 4.709374 -0.025 -0.016 0.057
C 6.733056 2.825043 3.484610 -0.012 -0.003 -0.033
C 5.379431 3.046705 3.311046 -0.019 0.052 0.003
N 3.360444 1.131451 2.394504 0.403 -0.916 -0.689
N 3.332240 0.248663 1.478759 0.008 1.062 1.001
C 4.289529 -0.787449 1.533605 0.262 -0.300 0.044
C 4.132597 -1.883803 0.690185 -0.058 0.097 0.056
C 5.068350 -2.901983 0.702612 0.034 -0.022 0.022
C 6.156415 -2.833718 1.562043 -0.021 0.027 -0.003
C 6.303112 -1.742059 2.409092 0.021 -0.034 0.005
C 5.378226 -0.713874 2.400645 -0.064 0.037 -0.042
H 2.743564 3.678396 5.036629 0.034 0.106 -0.104
H 4.314390 2.254208 6.431945 0.002 0.000 -0.007
H 6.735005 1.862787 6.730108 0.005 0.002 0.001
H 8.288374 2.218697 4.835623 0.002 0.000 0.002
H 7.412328 3.004506 2.661612 -0.001 0.004 0.000
H 5.000926 3.400371 2.361277 -0.030 -0.008 -0.019
H 3.266116 -1.968101 0.041945 0.005 0.006 -0.009
H 4.942100 -3.755373 0.050603 -0.001 0.004 -0.001
H 6.886479 -3.631415 1.575163 -0.001 -0.001 0.000
H 7.148558 -1.690098 3.082021 -0.001 0.004 -0.001
H 5.489684 0.142319 3.051364 0.016 0.005 -0.003
O 3.779263 0.945556 -0.709845 -0.143 -0.306 0.095
N 3.929844 1.859374 -1.672357 -0.159 0.170 -0.049
C 5.147606 2.421545 -1.817610 -0.058 -0.023 0.025
C 5.353697 3.327120 -2.820667 -0.007 0.008 -0.031
C 4.291863 3.653457 -3.670188 0.030 0.001 0.003
C 3.061964 3.065100 -3.493440 -0.010 -0.047 0.016
C 2.885726 2.139001 -2.462804 0.169 -0.014 0.113
S 1.456707 1.259650 -2.103610 -0.032 -0.036 0.188
H 5.886687 2.090412 -1.104238 0.003 0.009 0.003
H 6.328361 3.776136 -2.936481 -0.002 0.000 0.001
H 4.436729 4.373022 -4.463951 -0.004 0.002 0.004
H 2.221794 3.301689 -4.129390 -0.003 0.002 -0.002

=====

# 2
81
Properties=species:S:1:pos:R:3:forces:R:3 method="wB97M-V/def2-TZVPD" multiplicity=1 fmax_ev_per_a=2.89 gap_ev=5.39 charge=-1
Pb -1.768015 0.460533 -1.332119 -0.661 -0.517 0.052
O -1.871468 6.374012 -0.912961 -0.239 -0.444 -0.282
C -3.188045 6.031284 -0.981911 -0.698 -0.154 -0.143
C -4.133258 7.074680 -1.022752 -0.519 -2.427 0.682
C -5.492490 6.732728 -0.840272 -0.141 0.561 0.084
C -5.978859 5.434166 -0.841725 2.526 -1.035 0.140
C -4.993656 4.383765 -0.934990 -0.510 0.336 0.168
C -3.610900 4.647138 -0.985799 -1.493 1.523 -0.196
C -2.623739 3.529180 -1.290074 -1.802 0.131 0.980
O -3.145138 2.303523 -0.989705 0.759 -0.050 -0.117
N -1.424790 3.894222 -0.491170 -0.174 -1.625 0.652
N -0.412212 2.993172 -0.846951 1.826 1.222 0.190
C 0.728601 3.225249 -0.289342 -1.352 -0.762 0.464
C 1.887525 2.370909 -0.551223 0.274 -0.825 1.080
Br 1.811856 1.074872 -2.073767 0.477 1.652 0.921
C 2.846390 2.219881 0.423214 -1.063 0.348 -0.276
C 4.255306 2.131247 0.285421 1.407 -1.577 -1.396
C 4.985343 1.544804 1.323551 -0.426 0.145 0.344
C 6.347261 1.470378 1.287032 1.590 0.939 -0.270
C 7.049141 2.121787 0.183172 0.160 -0.698 1.091
C 6.344123 2.571663 -0.915076 -2.340 -0.284 1.037
C 4.906319 2.531559 -0.871231 1.998 -0.308 1.208
H -1.404993 5.496374 -0.746452 -0.066 0.626 -0.141
H -3.785232 8.072466 -1.088316 0.165 0.836 0.171
H -6.197547 7.515447 -0.558562 0.101 0.135 -0.578
H -7.019709 5.196970 -0.697380 -0.101 0.053 0.022
H -5.320358 3.320788 -0.907495 0.431 0.881 -0.165
H -2.471960 3.682495 -2.364988 1.031 -0.226 -0.118
H -1.708495 3.662882 0.497337 0.277 0.426 -1.029
H 0.829055 4.044144 0.493421 0.090 -0.995 -0.945
H 2.663753 2.187878 1.513784 -1.073 1.117 -0.617
H 4.364305 1.207971 2.157350 0.616 -0.215 0.045
H 6.878156 1.030347 2.165315 -0.255 0.476 -1.038
H 8.148667 2.319614 0.205815 -1.031 -0.616 0.135
H 6.824238 3.017760 -1.749712 0.440 0.237 -0.573
H 4.264887 2.829568 -1.643248 -0.347 0.686 -1.331
Br 9.127503 -4.186535 0.442805 0.041 0.097 -0.087
C 7.255211 -4.222367 0.641864 -2.085 -0.180 -1.230
C 6.620658 -3.599890 1.714339 2.372 -0.108 -0.259
C 5.286494 -3.723410 1.884432 -2.292 0.057 0.715
C 4.462287 -4.399620 0.972334 1.364 0.084 -1.296
C 5.082914 -5.044728 -0.130904 -1.245 0.833 0.354
C 6.416506 -4.842924 -0.348362 1.733 -0.463 1.809
N 3.089877 -4.255905 0.823297 -1.875 0.826 1.872
N 2.563366 -3.600186 1.807695 0.814 -1.084 0.455
C 1.263714 -3.166647 1.805560 2.129 -1.709 -0.638
C 0.898791 -2.297123 2.800863 -1.151 2.451 -0.393
C 0.005251 -1.245099 2.517761 0.264 -0.619 1.581
C -0.676137 -1.126554 1.305559 -0.057 0.591 0.360
O -1.507620 -0.184498 1.083537 0.656 -0.519 -0.544
C -0.392295 -2.200927 0.353652 0.198 -0.401 0.978
N -1.076889 -2.081400 -0.740023 -1.020 -1.163 -2.438
C -1.073248 -3.096745 -1.617530 0.480 0.685 -0.160
C -0.325150 -4.241308 -1.428909 0.613 -0.861 0.641
C 0.510978 -4.341113 -0.271921 0.358 -0.940 -1.460
C 0.490528 -3.293161 0.648926 -1.836 0.985 -1.563
H 7.228255 -2.981898 2.379275 -0.252 -0.348 0.058
H 4.802413 -3.251486 2.743202 0.136 0.032 -0.424
H 4.416725 -5.553874 -0.859621 0.699 0.443 0.503
H 6.870701 -5.341654 -1.162262 0.560 -0.231 -0.862
H 1.363308 -2.333078 3.762122 0.569 0.042 0.312
H -0.244929 -0.486705 3.256836 0.128 -0.273 0.115
H -1.563238 -2.980327 -2.591363 -0.230 0.239 0.579
H -0.450822 -5.006553 -2.237407 0.600 0.479 1.129
H 1.271821 -5.167566 -0.123209 -1.443 1.047 -0.296
C -5.400558 -3.212973 -1.321777 0.837 -0.774 0.979
Ge -4.743199 -1.714611 -0.241960 1.006 -0.003 -0.863
C -4.143030 -2.568191 1.443776 -0.222 -0.373 -0.245
C -6.226580 -0.618650 0.329570 -0.378 1.292 1.292
C -3.664526 -0.808170 -1.712290 -0.798 0.139 1.177
H -6.317246 -3.694403 -1.064761 -0.886 -0.147 0.381
H -4.635166 -4.008352 -1.248323 -0.122 0.351 -0.377
H -5.466239 -2.821938 -2.303654 -0.035 0.090 -1.138
H -3.728474 -1.897157 2.204981 -0.324 -0.025 -0.191
H -3.393489 -3.369492 1.274510 -0.621 0.276 0.087
H -5.154276 -2.982836 1.748452 1.340 0.190 0.080
H -6.360835 -0.625045 1.459013 0.091 -0.206 -1.334
H -7.161407 -0.907148 -0.153359 0.006 -0.008 0.078
H -6.021191 0.439619 0.078504 -0.144 -0.427 0.008
H -4.402388 -0.063942 -2.068884 0.210 -0.387 -0.225
H -3.482393 -1.598870 -2.464551 -0.068 0.445 0.230

=====

# 3
83
Properties=species:S:1:pos:R:3:forces:R:3 method="wB97M-V/def2-TZVPD" multiplicity=6 fmax_ev_per_a=1.79 gap_ev="6.28 / 4.35" charge=+1
Ir -1.259383 -0.365604 0.359810 0.583 1.562 -0.645
C 1.822497 3.241514 -0.052568 -0.044 -0.036 -0.062
C 0.735688 2.359322 0.503920 0.069 -0.054 -0.492
N 0.110759 1.487544 -0.253968 -0.451 -0.559 0.595
N 0.498565 1.426507 -1.545812 0.442 0.127 -0.805
C -0.203924 0.739733 -2.388079 0.292 0.400 0.295
S -1.690984 -0.066386 -2.089674 -0.146 -0.239 0.880
S 0.435339 0.548992 -4.019824 0.049 0.042 -0.123
C 1.294670 2.158027 -4.290775 -0.336 -0.229 0.053
C 0.307151 3.163700 -4.804642 0.031 -0.005 0.001
C -0.311540 4.054276 -3.934348 0.052 0.001 -0.028
C -1.285932 4.924037 -4.402339 -0.024 0.021 0.027
C -1.649280 4.907670 -5.740064 -0.018 0.049 0.014
C -1.027507 4.027732 -6.615360 0.008 -0.017 -0.048
C -0.056273 3.158160 -6.149019 0.051 0.039 0.085
C 0.389265 2.511335 1.888629 -0.665 -0.337 0.309
C 1.212061 3.256154 2.758157 0.047 0.025 0.089
C 0.873106 3.468586 4.067763 -0.048 0.033 0.101
C -0.342031 2.966008 4.570884 0.192 0.082 -0.029
C -1.177798 2.251541 3.764674 -0.183 -0.201 -0.409
C -0.848901 1.983314 2.400421 1.038 0.776 0.518
O -1.671555 1.313227 1.692500 -0.633 -1.314 -0.668
H 1.931585 3.105139 -1.119750 0.020 -0.023 -0.015
H 2.770926 3.001625 0.432137 0.007 0.029 -0.001
H 1.596506 4.288710 0.146875 0.017 -0.013 0.077
H 2.084100 1.946354 -5.009483 0.013 -0.022 0.002
H 1.726170 2.443699 -3.337916 0.127 0.038 -0.017
H -0.026854 4.067581 -2.888128 -0.015 -0.019 -0.003
H -1.762526 5.616141 -3.720112 0.000 -0.003 -0.004
H -2.412713 5.584414 -6.100741 0.012 -0.001 -0.011
H -1.300704 4.019820 -7.662597 -0.004 0.000 0.009
H 0.427872 2.462379 -6.824960 -0.032 0.014 -0.034
H 2.152639 3.650680 2.401081 -0.015 -0.003 -0.021
H 1.537228 4.021120 4.717855 0.016 -0.002 -0.027
H -0.611863 3.151555 5.603032 -0.002 -0.011 0.001
H -2.118084 1.850285 4.122237 -0.004 0.032 0.004
Cl -5.079610 -1.175207 3.765606 0.041 -0.083 -0.100
C -4.654068 -2.287037 2.546973 -0.214 0.129 0.172
C -5.300679 -3.507380 2.454010 -0.058 0.012 0.040
C -4.975222 -4.402940 1.452732 -0.118 0.006 0.136
Cl -5.854048 -5.862735 1.330701 0.060 0.053 0.019
C -3.920317 -4.129042 0.524803 0.271 0.146 -0.221
C -3.530490 -4.996440 -0.509596 -0.090 0.018 0.032
C -2.508981 -4.623440 -1.346559 -0.003 0.004 0.055
C -1.859513 -3.407113 -1.123237 0.085 -0.055 -0.055
N -2.196581 -2.580951 -0.150708 -0.116 0.059 0.190
C -3.230236 -2.909017 0.640600 -0.041 -0.398 -0.153
C -3.637830 -1.902252 1.611147 0.075 0.267 -0.063
O -3.126547 -0.765800 1.604524 -0.256 -0.475 0.126
H -6.084296 -3.743130 3.160641 -0.003 -0.037 -0.026
H -4.049865 -5.934742 -0.645345 0.025 -0.016 -0.010
H -2.197053 -5.254849 -2.165832 0.003 -0.001 0.002
H -1.047800 -3.096335 -1.768700 -0.028 0.031 -0.007
N 3.502668 1.025617 4.250060 -0.062 -0.057 0.023
C 2.536835 0.413160 4.140151 0.241 0.159 0.085
C 1.354764 -0.366495 3.935945 -0.220 -0.211 -0.141
C 0.637070 -0.948581 4.974524 0.103 0.095 -0.046
C -0.452221 -1.739322 4.652304 -0.057 -0.061 -0.050
C -0.798393 -1.895712 3.321846 0.070 -0.006 0.106
N -0.140964 -1.302721 2.320023 -0.078 0.190 0.130
C 0.926278 -0.562045 2.624935 0.076 -0.075 0.068
H 0.933113 -0.790623 6.002648 0.015 -0.015 -0.002
H -1.028838 -2.233558 5.421130 0.007 -0.001 -0.002
H -1.622055 -2.540106 3.043495 -0.056 0.057 0.024
H 1.480592 -0.147261 1.792905 -0.035 0.046 -0.010
C 3.115841 -2.058691 -2.210126 0.033 0.054 0.100
C 3.204753 -1.635951 -0.739249 0.009 -0.102 -0.098
C 4.390859 -0.697536 -0.531785 -0.122 -0.017 0.006
C 3.350321 -2.853931 0.171436 -0.012 0.161 -0.015
N 2.022988 -0.852935 -0.316833 0.257 0.067 0.284
N 0.767555 -1.498255 -0.483526 -0.251 0.074 -0.137
H 4.076472 -2.447089 -2.549169 -0.027 -0.052 -0.008
H 2.854444 -1.203288 -2.837647 0.009 -0.010 -0.028
H 2.371454 -2.843349 -2.365969 0.003 -0.010 -0.026
H 5.322169 -1.217566 -0.752134 0.019 0.033 -0.021
H 4.420350 -0.348321 0.501413 0.026 0.004 -0.006
H 4.317851 0.170312 -1.191820 0.020 0.007 -0.002
H 4.287527 -3.363865 -0.048722 -0.021 -0.058 0.014
H 2.542686 -3.576269 0.029281 0.018 -0.030 -0.015
H 3.363379 -2.540369 1.217253 0.023 -0.031 0.002
H 1.987695 0.007384 -0.856465 -0.123 -0.010 -0.033
H 0.776213 -2.340726 0.079765 0.004 -0.038 0.062
H 0.603454 -1.758385 -1.457244 0.051 -0.009 -0.022